8
Properties=species:S:1:pos:R:3:forces:R:3 method="wB97M-V/def2-TZVPD" spin_multiplicity=1 e_above_lowest_kj_mol=485.0 total_charge=+1 e_tot_ev=-6124.5519 lumo_ev=-5.786 gap_ev=10.53
C -0.983736 0.098153 1.906520 -0.5381 -0.3943 -0.0534
C -0.193210 1.874466 1.004635 -0.0137 0.6610 0.1548
C -0.186709 0.208086 0.218721 -3.1574 -0.0477 -2.2252
N -0.517544 -0.826801 1.171181 1.1180 2.9703 0.2264
N 0.653099 1.338541 0.233487 0.1003 -1.3673 1.8986
H -0.873515 0.330789 -0.657649 0.3787 -1.0078 1.0971
H -0.389840 -1.794659 1.320937 0.4938 -1.4940 -0.2068
H 1.400647 1.569592 -0.352995 1.6184 0.6798 -0.8916



13
Properties=species:S:1:pos:R:3:forces:R:3 method="wB97M-V/def2-TZVPD" spin_multiplicity=1 e_above_lowest_kj_mol=320.0 e_tot_ev=-10281.4807 lumo_ev=0.651 gap_ev=8.12
C 0.177705 0.917342 0.227676 0.3293 -1.0875 0.1498
C 0.355249 -0.386382 0.476905 -0.0540 0.5001 0.1985
N 0.833689 2.119495 0.402324 -0.3134 0.1620 -0.0393
N -0.984585 -1.443922 -1.420237 -0.2768 0.2696 -0.3247
C -0.952289 -0.675109 -0.232981 0.3920 0.1570 0.6689
O 1.198671 -1.199035 1.189181 -0.1439 0.0220 -0.1510
O -1.017982 0.790600 -0.484144 -0.1486 0.0615 -0.3591
H 2.030782 -0.738290 1.338242 0.0081 -0.0256 -0.0759
H 0.305424 2.879340 -0.005223 0.1103 0.0698 0.0558
H 1.085307 2.318806 1.362669 -0.1195 0.0068 -0.1088
H -1.016903 -2.436008 -1.224267 0.0578 0.1049 -0.1039
H -0.222309 -1.198320 -2.041430 0.0523 -0.2484 0.1388
H -1.792758 -0.948518 0.411286 0.1064 0.0080 -0.0491



8
Properties=species:S:1:pos:R:3:forces:R:3 method="wB97M-V/def2-TZVPD" spin_multiplicity=1 e_above_lowest_kj_mol=138.2 total_charge=-1 e_tot_ev=-19997.0693 lumo_ev=3.670 gap_ev=5.92
C -0.165850 -0.255482 0.357563 -0.4322 -0.5144 0.9563
C 0.129798 -1.541159 0.449983 3.2599 -2.0974 -1.1841
N -2.346536 -2.115262 0.282278 1.0159 -0.6306 0.3971
N -2.790079 -1.139797 -0.006755 -1.7789 -0.1944 -0.2828
O -3.548547 -0.305413 -0.372699 0.2047 0.7607 -0.1391
O -1.106670 0.432696 0.760853 -1.5542 1.8202 -0.0124
S 1.222624 -2.658211 -0.092306 -1.2981 -0.1412 0.4793
H 0.792954 0.102329 -0.006722 0.5829 0.9972 -0.2143



20
Properties=species:S:1:pos:R:3:forces:R:3 method="wB97M-V/def2-TZVPD" spin_multiplicity=1 e_above_lowest_kj_mol=197.8 smiles=CN[C@@H](C)CS.O e_tot_ev=-18729.9608 lumo_ev=0.820 gap_ev=9.28
C -1.679426 0.823547 -1.896620 1.5145 -0.8177 1.2688
N -1.291828 0.391478 -0.499913 0.1996 0.1225 0.0136
C 0.039403 0.876534 0.022071 -0.3945 -0.7563 -0.3839
C -0.189140 2.164821 0.815196 -0.2204 0.6791 -0.9715
C 0.862262 -0.106537 1.054568 -1.8158 -1.1904 -3.7600
S 2.657531 -0.217138 0.765541 -0.0372 0.2563 -1.8594
H -1.548984 1.862130 -2.181206 0.2579 0.5052 0.3863
H -2.701227 0.597439 -2.031953 -1.2063 -0.3507 -0.0421
H -1.128830 0.220431 -2.620985 0.0792 -0.0138 0.0704
H -2.058597 0.588622 0.154368 0.6091 -0.0018 -0.4144
H 0.601892 0.856312 -0.977719 -0.1172 0.8345 1.7126
H 0.730112 2.357329 1.353109 0.2444 0.6749 0.0346
H -0.962663 1.951258 1.628494 0.7068 0.4605 -1.3355
H -0.450029 3.029637 0.091431 0.1344 -1.2124 1.5835
H 0.260265 -1.054048 0.942033 1.1968 0.5087 0.4076
H 0.955351 0.209620 2.036864 -1.0420 0.8251 1.9588
H 2.697693 0.151680 -0.588215 -0.0841 -0.4933 1.3381
O -2.385582 -3.141865 -0.673542 2.3864 -0.9881 1.2846
H -1.810224 -3.856188 -0.243136 -1.2384 1.6148 -0.9535
H -3.176388 -3.595626 -0.895299 -1.1732 -0.6572 -0.3383